61
Properties=species:S:1:pos:R:3:forces:R:3:mulliken_charge:R:1 method="wB97M-V/def2-TZVPD" largest_force_ev_per_a=4.6 total_charge=+1 e_homo_ha=-0.42574 e_above_lowest_kj_mol=518.1
C 0.784775 -0.478076 0.017039 1.71 0.63 1.72 -0.3320
N 1.522784 0.737913 -0.099803 2.14 3.30 -0.32 -0.2870
C -0.010037 -0.893775 -1.207964 2.75 1.38 -2.04 -0.9181
N 0.588916 -1.904329 -2.232763 -2.10 -1.61 2.58 0.1114
C -0.382807 -2.132373 -3.384982 0.54 -1.80 -0.90 -0.3777
C 0.430527 -3.065312 -4.336640 0.30 1.49 -1.52 -1.1721
H 1.663301 -1.100810 0.339571 -1.78 -0.78 -0.06 0.5314
H -0.047453 -0.382299 0.782640 1.08 -0.52 -0.26 0.1776
H 2.430157 1.063746 0.365815 -1.52 -2.35 -0.35 0.1297
H 1.085528 1.642969 -0.110316 -1.14 -0.12 -0.48 0.0827
H -0.764786 -1.385741 -0.730174 -2.90 -1.19 0.10 0.3594
H -0.234588 0.052531 -1.803792 -0.26 -1.46 0.86 0.3434
H 1.585002 -1.691710 -2.421070 -0.39 0.01 -0.52 0.3922
H 0.656535 -2.916912 -1.749532 0.22 2.57 -0.87 0.3343
H -0.762956 -1.265905 -3.889652 1.13 1.25 -0.25 0.4465
H -1.439208 -2.496151 -3.182413 1.72 -0.55 1.27 0.3471
H 1.084762 -2.413170 -4.960153 -0.49 -0.06 0.26 0.3305
H 1.210113 -3.728985 -3.946680 -0.87 -0.25 0.72 0.3303
H -0.193696 -3.560770 -5.082473 -0.03 -0.23 0.39 0.3560
H -1.444524 -4.727339 0.215631 2.16 0.47 -1.26 0.3666
H -0.583938 -5.871043 -0.100507 0.56 -2.08 -0.14 0.3201
O -0.516711 -4.948029 -0.211207 -2.88 1.76 1.35 -0.6410
H 0.303010 1.210994 3.019802 -0.28 0.74 1.44 0.2962
H -0.166905 0.831497 4.369649 -0.85 -3.30 2.38 0.2472
O 0.013841 1.579602 3.903144 1.24 2.38 -3.74 -0.5374
H 2.359642 -4.647345 -0.225276 -0.55 1.80 -0.90 0.2746
H 1.124310 -3.967381 0.134347 -0.98 0.09 0.18 0.3238
O 1.873377 -3.783448 -0.433966 1.53 -1.99 0.74 -0.5817
H -2.588680 3.306111 2.311528 -0.24 0.65 0.76 0.4049
H -3.908019 3.585741 1.497043 -0.20 0.44 -0.08 0.3000
O -3.254877 2.926422 1.704385 -0.33 -0.42 0.62 -0.6424
H -3.713914 1.340692 -2.527275 -0.45 -0.39 -1.15 0.3217
H -4.293055 0.834797 -3.937291 -0.68 0.95 -0.95 0.2854
O -3.871879 0.591955 -3.138612 1.20 -0.58 2.17 -0.5995
H -2.163813 2.234528 1.036193 -0.63 0.16 -1.45 0.4806
H -0.856610 1.664560 0.898015 2.61 -1.17 1.29 0.0653
O -1.545251 1.877889 0.330477 -1.33 0.52 -1.00 -0.6791
H 4.716465 1.391505 -0.779741 -0.41 -2.76 2.01 0.3380
H 5.434641 0.050152 -0.525416 -0.02 -0.12 0.17 0.3027
O 4.657848 0.517168 -0.190936 0.52 2.91 -2.11 -0.6583
H 0.723527 4.119801 1.281463 0.21 0.09 -0.13 0.4370
H 1.031864 5.002279 2.543261 0.06 -2.03 -0.71 0.3288
O 0.996017 4.044362 2.214882 0.05 2.01 1.07 -0.6874
H -0.443239 3.227306 -0.337737 -0.78 -0.46 0.28 0.3626
H 0.341847 4.162286 -1.248479 0.22 -0.12 1.19 0.3166
O 0.293547 3.844118 -0.315563 0.31 0.57 -1.79 -0.7343
H -3.765149 -0.740570 -0.402215 0.82 -0.02 1.50 0.3694
H -3.109728 0.455606 0.167611 0.62 0.03 0.63 0.1565
O -3.211335 -0.481106 0.398064 -1.36 -0.44 -2.19 -0.5596
H 2.237465 2.228021 3.017154 -0.04 0.17 -0.21 0.3007
H 3.538354 1.769813 3.574865 0.52 -0.12 0.33 0.2513
O 2.978560 1.642106 2.814284 -0.49 0.05 -0.22 -0.5653
H 3.316735 -1.123332 -0.893460 -0.46 2.09 1.11 0.2526
H 4.128148 -2.336648 -1.020320 -2.18 1.38 -2.28 0.3606
O 3.466115 -1.735332 -1.579689 2.68 -3.15 0.76 -0.6835
H -0.548923 3.827590 3.087895 -0.51 0.26 -0.16 0.4010
H -1.367839 3.609966 4.340344 -0.57 0.61 -1.58 0.3669
O -1.465842 4.000886 3.421292 0.89 -0.83 1.61 -0.7869
H -3.387259 -3.967676 1.225807 -0.42 -0.60 0.33 0.3226
H -2.846387 -2.688900 0.658783 0.04 -2.47 -0.98 0.3078
O -2.920583 -3.703802 0.434668 0.26 3.20 0.81 -0.6905

61
Properties=species:S:1:pos:R:3:forces:R:3:mulliken_charge:R:1 method="wB97M-V/def2-TZVPD" largest_force_ev_per_a=4.1 total_charge=0 e_homo_ha=-0.33315 e_above_lowest_kj_mol=284.7
C 1.682865 -1.844182 1.812195 -1.50 -0.51 0.56 -0.9088
C 2.149552 -0.552031 2.421705 0.33 -0.19 1.16 -0.2244
N 1.016731 0.190338 3.050543 1.67 0.24 -1.26 0.1330
C 1.524321 1.038436 4.087537 -0.11 0.25 2.46 -1.0287
C 0.328355 0.953712 2.034088 -4.08 -0.41 0.24 -0.8636
H 1.326442 -2.538965 2.595890 0.02 0.49 -0.04 0.2582
H 0.811968 -1.672800 1.162235 0.55 -0.17 -0.22 -0.1620
H 2.431983 -2.436844 1.337742 0.66 0.04 -0.83 0.4851
H 2.681557 0.094343 1.693091 -0.04 -0.33 0.37 0.1700
H 2.810259 -0.863034 3.273732 -0.17 0.64 -0.88 0.4258
H 1.989494 2.036425 3.871639 0.15 -1.01 -0.48 0.2831
H 2.126091 0.422238 4.806238 0.06 0.68 -0.89 0.3656
H 0.693741 1.295833 4.742690 -0.43 0.27 -0.07 0.3696
H 0.816869 1.628636 1.341419 1.10 -0.36 -0.25 0.4677
H -0.355828 0.193551 1.502390 1.08 1.45 0.10 0.0195
H -0.430779 1.682403 2.477291 0.87 -1.19 -0.04 0.3562
H -2.654749 1.672175 0.208258 0.35 0.45 0.31 0.1632
H -3.102713 2.240149 1.539241 0.09 -0.02 0.08 0.3394
O -2.375668 2.291486 0.909887 -0.35 -0.30 -0.27 -0.6137
H -1.714488 -2.138246 -0.954712 -0.07 0.40 0.57 0.3996
H -0.855509 -1.779458 0.203485 0.08 0.09 0.17 0.0417
O -1.721809 -1.551061 -0.143041 -0.01 -0.13 -0.35 -0.2257
H -4.424202 -0.626033 1.313902 0.26 0.12 0.12 0.2777
H -2.960265 -0.879052 1.669367 0.18 -0.04 -0.24 0.2699
O -3.567490 -0.177488 1.392670 -0.83 -0.19 0.45 -0.6291
H -2.210445 1.982632 -1.913609 0.58 -0.50 0.05 0.3201
H -1.730586 2.820068 -3.021310 0.32 0.44 -0.29 0.2963
O -1.367997 2.223833 -2.361826 -1.26 0.54 0.28 -0.6149
H -0.697054 -1.766335 2.734850 0.88 -0.05 0.47 0.3370
H -1.169302 -3.139736 3.416516 0.80 -0.16 0.44 0.3031
O -1.415076 -2.354408 2.947511 -1.74 0.31 -0.68 -0.7440
H 3.381947 1.106902 -2.321532 -0.03 -0.15 0.42 0.4815
H 4.632086 0.306330 -2.928148 0.41 0.05 0.53 0.2820
O 3.772775 0.677286 -3.086393 -0.34 -0.13 -1.39 -0.6784
H -1.647485 -4.187485 1.465654 -0.07 0.35 -0.39 0.3437
H -1.671149 -4.252073 -0.084882 0.20 0.56 -0.06 0.3054
O -1.829949 -4.755363 0.709168 -0.14 -0.78 0.47 -0.6501
H 2.960049 2.326920 -0.739613 1.06 -0.36 -0.11 0.3372
H 1.628727 2.185168 -0.650101 0.60 -1.63 -1.02 0.1863
O 2.374965 1.620110 -1.046378 -1.39 1.83 1.50 -0.7517
H -0.163184 -1.325292 -4.061923 0.23 0.22 0.13 0.3297
H 0.764833 -2.525729 -4.269601 -0.07 0.27 0.26 0.3486
O -0.173253 -2.286263 -4.169988 0.02 0.00 -0.67 -0.7047
H 2.591633 -0.922361 -3.573112 0.53 0.42 0.35 0.3932
H 3.320008 -2.285128 -3.214826 -0.03 0.48 -0.04 0.2558
O 2.529557 -1.880827 -3.583099 -0.45 -1.01 -0.32 -0.6138
H -3.052569 -0.001021 -1.665550 0.32 -0.47 0.03 0.3067
H -3.420356 0.351470 -0.182378 -0.19 -0.68 -0.96 0.5266
O -3.490900 0.658501 -1.132604 -0.20 0.72 0.62 -0.8098
H 1.961913 4.447208 -0.803246 0.12 0.28 -0.09 0.3236
H 0.710210 3.762598 -0.298592 -0.38 0.86 0.53 0.4595
O 1.617045 4.002682 -0.025453 0.27 -0.45 -0.21 -0.7164
H -0.079578 1.156179 -3.253076 0.55 -1.98 0.80 0.3391
H 0.341973 0.416952 -1.994977 0.09 -0.17 0.32 0.1620
O 0.266588 0.258956 -2.935597 -0.40 1.52 -1.34 -0.4916
H -1.231409 4.662705 0.827129 0.07 0.04 0.17 0.2827
H -1.494876 3.482934 -0.085620 -0.02 0.51 0.27 0.4081
O -1.000692 4.323046 -0.038851 -0.11 -0.20 -0.66 -0.6962
H -1.449862 -3.972213 -2.256952 -0.02 -0.10 -0.48 0.2808
H -0.715886 -2.659191 -2.768509 0.20 -0.49 -0.60 0.2818
O -1.069425 -3.139587 -1.982562 -0.29 -0.36 0.93 -0.5884

20
Properties=species:S:1:pos:R:3:forces:R:3:mulliken_charge:R:1 method="wB97M-V/def2-TZVPD" largest_force_ev_per_a=6.7 total_charge=-1 e_homo_ha=-0.18479
C -1.307284 1.256138 2.876159 -2.09 -1.11 -6.31 -0.2118
C -1.838315 0.924279 1.705086 3.40 1.98 5.42 -0.2334
B -2.006879 0.701758 0.083938 -0.18 -1.33 -0.04 0.6921
O -2.961777 1.442494 -0.737684 3.79 0.24 -0.75 -0.4140
B -2.167051 1.950472 -1.838856 -1.07 1.12 -1.46 0.5801
F -2.875447 2.675655 -2.898361 1.93 -1.99 3.02 -0.3401
O -0.732039 1.846808 -1.976120 -2.62 -1.53 1.55 -0.4297
B -0.195588 0.659510 -1.322375 0.43 -0.10 -0.54 0.3436
C 1.380857 0.252075 -1.216883 0.72 1.72 0.28 -0.1442
C 2.177208 0.858687 -0.149395 -0.69 -0.97 -1.49 -0.5691
O -1.150260 -0.244225 -0.649637 0.26 4.32 0.75 -0.2739
H -0.714097 1.660740 3.787571 -1.64 -1.19 -2.06 0.3059
H 1.798893 -0.512895 -1.963654 -1.09 -0.43 2.62 0.2351
H 2.557931 1.954350 -0.231516 -2.17 -1.41 1.07 0.2313
H 2.463929 0.195314 0.743844 0.97 0.68 -2.03 0.2223
F -0.325591 -3.958771 1.408811 1.54 0.91 -0.66 -0.4664
Al 1.114264 -3.118704 0.780191 -0.14 -0.18 -0.01 0.8499
F 2.541811 -4.169498 0.961279 -1.48 1.14 -0.19 -0.4650
F 1.368529 -1.608612 1.694053 -0.17 -1.46 -0.91 -0.4548
F 0.873614 -2.736511 -0.944097 0.29 -0.43 1.75 -0.4583

16
Properties=species:S:1:pos:R:3:forces:R:3:mulliken_charge:R:1 method="wB97M-V/def2-TZVPD" largest_force_ev_per_a=11.2 total_charge=+4 e_homo_ha="-0.89373 / -0.96831" spin_multiplicity=7
Au 0.191657 -1.230736 -3.527084 -0.82 -0.82 1.58 0.7387
Ho -1.049570 0.446830 1.016861 -1.26 -3.86 -0.37 1.7567
Cl -0.727441 -1.214438 -1.388100 -0.14 0.62 0.87 -0.3134
Cl -1.691064 2.756317 1.337890 -0.87 2.89 0.46 0.3382
C 1.093464 1.125174 0.428287 7.75 2.18 -2.18 0.1588
C 0.961756 -1.897865 -5.221727 2.91 -8.18 -5.53 0.4750
C 0.815975 0.007889 -4.937812 1.66 10.58 -3.32 0.3249
O 2.164773 1.423546 0.097145 -5.64 -1.54 1.76 0.0964
O 1.427131 -2.512028 -6.099805 -2.29 3.98 4.18 0.0172
O 1.100389 1.004250 -5.481794 -1.34 -5.79 2.47 0.0192
C -0.792576 0.316570 4.212515 -0.01 0.39 1.72 -0.3341
O -0.651685 -0.387508 2.970789 0.26 -0.95 -2.14 -0.4733
H -1.531885 -0.202288 4.825782 -0.06 0.24 -0.04 0.3006
H -1.122451 1.323196 3.949048 -0.12 0.26 0.21 0.2025
H 0.173768 0.351298 4.718172 -0.06 0.13 -0.06 0.3007
H -0.362239 -1.310209 3.099835 0.03 -0.14 0.37 0.3919

20
Properties=species:S:1:pos:R:3:forces:R:3:mulliken_charge:R:1 method="wB97M-V/def2-TZVPD" largest_force_ev_per_a=2.1 total_charge=0 e_homo_ha=-0.37683 e_above_lowest_kj_mol=131.4
C 7.374764 -4.984309 0.085675 1.55 -0.24 0.65 -0.3273
Br 8.473185 -3.416144 -0.517009 -0.83 -1.07 0.58 -0.0166
Br 7.177222 -5.131305 2.052040 -0.20 0.68 -0.98 -0.0146
Br 8.345782 -6.680899 -0.348699 -0.81 1.07 -0.39 -0.0209
H 6.404846 -4.860615 -0.396054 0.29 -0.44 0.15 0.3794
C -8.021331 -0.692013 5.132238 0.77 0.37 -1.14 -0.3289
Br -6.035399 -0.631344 5.214319 -1.00 0.10 -0.05 -0.0185
Br -8.568596 -2.088067 3.865150 0.12 0.61 0.63 -0.0034
Br -8.739129 1.105320 4.502648 0.54 -1.65 0.89 -0.0151
H -8.303866 -1.011134 6.135447 -0.42 0.57 -0.34 0.3659
C 0.603995 5.540592 -5.721354 1.22 -1.19 -1.31 -0.3348
Br 0.195964 4.944898 -7.591891 0.07 -0.03 1.05 -0.0333
Br 1.340833 7.316851 -5.935572 -0.42 -0.48 0.71 0.0145
Br 1.983197 4.255248 -4.907143 -1.33 1.21 -0.60 -0.0278
H -0.335191 5.415440 -5.182497 0.46 0.49 0.14 0.3810
C -0.498414 0.069234 0.774171 1.07 0.88 -0.32 -0.3284
Br -1.460459 1.320519 -0.460074 0.67 -1.34 0.61 -0.0089
Br 0.402198 1.269647 2.105281 -0.48 -1.10 -0.74 -0.0183
Br 0.869898 -1.175984 -0.109077 -1.44 1.33 0.72 -0.0193
H -1.209497 -0.565933 1.302401 0.18 0.24 -0.26 0.3752

13
Properties=species:S:1:pos:R:3:forces:R:3:mulliken_charge:R:1 method="wB97M-V/def2-TZVPD" largest_force_ev_per_a=5.1 total_charge=0 e_homo_ha=-0.38036 e_above_lowest_kj_mol=169.1
C -1.444653 0.774594 0.506714 1.09 0.81 0.52 0.3683
C 1.105058 0.873406 0.405782 -1.23 2.28 4.43 -1.2969
C -0.128557 0.311040 1.137218 -0.14 -1.24 -0.86 0.3340
C -0.076172 -2.259645 -1.592755 0.38 -0.51 0.69 0.0628
O -2.198492 1.546496 0.964199 -0.46 -0.38 -0.46 -0.3998
F -0.618779 -2.721419 -2.693127 0.92 0.69 0.09 -0.0740
F 1.057793 -1.630320 -1.897075 -0.93 -0.64 -0.69 -0.0924
Cl -0.110564 0.708769 2.872521 0.00 -0.29 -0.32 -0.1626
Br -1.553295 0.100805 -1.360203 -0.72 0.53 0.14 -0.1779
H 1.359832 1.872112 0.905097 0.31 -1.71 -0.57 0.3527
H 0.908530 1.094975 -0.539589 -1.28 1.03 -4.20 0.4533
H 1.801517 0.122846 0.332849 2.24 -1.30 0.60 0.3392
H -0.102218 -0.793660 0.958369 -0.18 0.73 0.65 0.2934

13
Properties=species:S:1:pos:R:3:forces:R:3:mulliken_charge:R:1 method="wB97M-V/def2-TZVPD" smiles="O=C=N/C=C(/Cl)Br.C=N" largest_force_ev_per_a=4.6 total_charge=0 e_homo_ha=-0.33111
O 2.103778 0.827249 -2.767162 0.00 0.87 -0.03 -0.4101
C 1.280630 0.415742 -2.061647 -1.91 -3.27 1.78 0.5874
N 0.597055 -0.306805 -1.327821 3.35 1.95 -2.41 -0.2053
C -0.558910 -0.748293 -0.839608 -1.17 0.34 0.67 -0.1660
C -0.644536 -1.381137 0.339927 0.21 -0.43 -1.58 0.0616
Cl -2.132562 -1.903668 0.972557 -0.18 -0.08 0.26 -0.1384
Br 0.953888 -1.922156 1.095173 0.48 -0.61 0.73 -0.0594
H -1.421659 -0.361571 -1.331717 -0.85 -0.17 -0.18 0.3494
C -0.399433 0.967885 1.350166 0.87 0.52 0.64 -0.3968
N 0.386795 1.543952 0.558275 0.78 0.91 -0.87 -0.5709
H -1.461991 1.095986 1.241217 -0.47 0.35 -0.19 0.3229
H -0.130446 0.364970 2.210215 0.30 -0.21 0.17 0.3655
H 1.427390 1.407847 0.560426 -1.43 -0.19 1.01 0.2600

10
Properties=species:S:1:pos:R:3:forces:R:3:mulliken_charge:R:1 method="wB97M-V/def2-TZVPD" largest_force_ev_per_a=3.2 total_charge=0 e_homo_ha="-0.31529 / -0.31835" e_above_lowest_kj_mol=553.9
C 1.470739 -0.005247 -0.530978 -1.65 -1.06 -0.53 -0.0865
C -1.393170 -0.958539 0.182170 1.57 1.38 -0.67 -0.4483
C 0.624270 0.566859 0.516107 -0.81 -0.85 2.66 -0.5818
C -0.581730 0.130366 -0.354748 -1.35 -1.32 2.57 -0.2066
Br 2.434786 -1.538597 0.074946 -0.31 0.19 -0.48 -0.0758
I -3.459193 -0.473357 0.071236 0.65 -0.04 -0.09 0.0226
H 0.704773 -0.040063 1.508630 -0.27 1.06 -1.68 0.3054
H 0.624666 1.613523 0.783988 0.08 0.28 -0.38 0.2771
H 0.609025 -0.231996 -1.338971 1.62 0.19 -0.71 0.2852
H -1.034168 0.937055 -0.912377 0.47 0.17 -0.67 0.5087

12
Properties=species:S:1:pos:R:3:forces:R:3:mulliken_charge:R:1 method="wB97M-V/def2-TZVPD" smiles=Cc1[nH]nc(I)c1Br largest_force_ev_per_a=4.1 total_charge=0 e_homo_ha=-0.32640 e_above_lowest_kj_mol=11.4
C 0.667444 1.192048 -1.191412 0.89 -0.95 3.93 -1.2689
C 0.070586 0.225551 -0.107859 1.69 2.06 -1.83 0.3522
N -0.247362 0.726938 1.139480 0.63 -0.70 -2.63 0.2617
N -0.798576 -0.231144 1.879730 -0.48 -1.31 0.52 -0.7761
C -0.820670 -1.321137 1.124782 0.86 0.56 -1.70 0.0142
I -1.555640 -3.149519 1.650804 -0.22 -0.22 0.44 0.1330
C -0.247994 -1.096955 -0.242305 -0.63 1.46 3.80 0.1211
Br 0.372869 -2.229380 -1.560508 -0.31 -0.21 -0.11 -0.0816
H 0.587316 0.741540 -2.118611 -1.00 -0.24 -2.06 0.3974
H 0.191954 2.109276 -0.906584 -0.39 0.81 -1.13 0.3239
H 1.758666 1.356682 -1.096488 -0.41 -0.22 0.45 0.2815
H 0.021405 1.676100 1.428973 -0.63 -1.06 0.31 0.2416

10
Properties=species:S:1:pos:R:3:forces:R:3:mulliken_charge:R:1 method="wB97M-V/def2-TZVPD" smiles="BrC1=CC1.C#N" largest_force_ev_per_a=3.6 total_charge=0 e_homo_ha=-0.35441 e_above_lowest_kj_mol=294.0
Br 2.299814 -0.737473 0.008994 -0.73 -0.61 0.08 -0.1407
C 0.459596 -1.166082 0.129372 -1.11 -1.50 -0.78 -0.0452
C -0.579642 -1.970668 -0.081446 2.31 2.41 1.36 -0.0478
C -0.818818 -0.537691 0.435888 -1.49 1.21 -2.70 -0.5717
H -1.123399 -2.874412 -0.189638 0.09 -0.55 -0.37 0.3862
H -1.332175 0.195677 -0.288588 1.02 -1.01 0.74 0.1960
H -1.184818 -0.313695 1.392869 -0.03 -0.14 1.67 0.2365
C 0.867436 2.497640 -0.383948 -1.20 0.33 -0.70 0.3975
N 0.112833 3.354620 -0.483721 0.29 0.36 0.38 -0.3655
H 1.299172 1.552084 -0.539786 0.84 -0.50 0.30 -0.0453